[1]
ORCA calculation (ωB97M-V/def2-TZVPD) on a structure of composition C24H66ClN6O6Pd at a distorted geometry.

Properties
Relative energy (zero: lowest compared OMol25 entry of this formula, charge and spin): 0.0 kcal per mole
Multiplicity: 3
Net charge: +1
Kohn-Sham gap (alpha / beta): 7.60 / 4.88 eV

The geometry in XYZ format:
```
104
Properties=species:S:1:pos:R:3:forces:R:3
Pd 2.282 -1.061 -0.366 -2.2 -0.5 0.4
Cl 0.867 0.962 0.213 1.3 -1.2 -0.1
C -1.578 3.407 -0.748 -0.6 0.0 -1.1
C -2.824 2.482 -0.984 2.9 0.0 -0.5
C -3.084 2.152 -2.492 -0.1 0.1 0.0
O -3.301 3.292 -3.305 0.1 -0.1 -0.5
C -3.429 2.970 -4.705 -0.5 0.2 0.6
N -2.467 1.212 -0.281 -2.1 -0.1 -0.1
H -1.262 3.446 0.294 -0.5 0.1 0.1
H -1.783 4.403 -1.142 0.2 0.1 0.1
H -0.707 3.002 -1.263 -0.1 0.0 -0.3
H -3.642 3.076 -0.576 -0.5 -0.9 0.3
H -3.908 1.452 -2.628 -0.6 0.0 0.5
H -2.274 1.578 -2.943 0.9 0.0 0.3
H -2.580 2.438 -5.133 0.6 0.3 0.2
H -3.642 3.899 -5.234 0.4 0.0 0.1
H -4.267 2.311 -4.934 -0.4 -0.1 0.5
H -2.719 1.316 0.692 0.0 -0.2 0.2
H -1.500 0.924 -0.329 0.1 0.7 -0.2
C -0.566 -2.376 2.691 0.6 -1.3 0.1
C 0.614 -2.871 1.800 -0.7 -0.7 1.4
C 0.624 -4.388 1.697 1.5 0.0 0.1
O 1.658 -4.854 0.736 -1.9 1.1 1.5
C 1.698 -6.250 0.788 0.4 -0.9 -1.0
N 0.457 -2.270 0.496 -0.2 1.4 -0.2
H -0.538 -1.297 2.843 0.0 0.0 -0.2
H -0.487 -2.875 3.657 0.0 0.2 0.2
H -1.521 -2.709 2.285 -0.1 0.3 -0.2
H 1.517 -2.525 2.302 0.3 0.0 -0.4
H -0.373 -4.786 1.508 -0.1 -0.1 -0.7
H 0.900 -4.807 2.664 0.1 0.0 0.2
H 1.920 -6.662 1.773 0.0 0.2 0.1
H 2.481 -6.544 0.090 0.1 -0.2 0.1
H 0.775 -6.684 0.403 -0.2 -0.1 0.2
H -0.156 -1.503 0.733 0.3 1.3 -0.4
H -0.236 -2.786 -0.027 0.4 -0.8 -0.8
C 0.446 3.863 -4.301 -0.8 -0.8 -0.3
C 0.940 2.392 -4.118 0.6 2.5 -0.4
C 1.945 2.041 -5.242 -0.3 -1.1 1.2
O 1.383 2.047 -6.518 -0.5 -0.7 -0.9
C 2.016 1.168 -7.482 0.4 1.3 0.2
N 1.582 2.387 -2.792 0.7 -0.6 -0.5
H -0.138 3.953 -5.217 -0.6 -0.3 0.2
H 1.132 4.695 -4.457 0.8 -0.6 0.6
H -0.149 4.018 -3.401 -0.3 0.6 -0.3
H 0.058 1.753 -4.168 -0.1 -0.2 -0.2
H 2.210 1.000 -5.061 0.8 -0.3 0.3
H 2.809 2.698 -5.134 0.2 0.0 -0.1
H 2.990 1.597 -7.717 0.0 0.2 -0.5
H 1.371 1.127 -8.360 0.1 0.2 0.1
H 2.290 0.150 -7.204 -0.7 -0.2 0.9
H 0.953 2.459 -2.005 -0.3 0.2 -0.3
H 2.114 1.549 -2.603 0.2 -0.3 -0.2
C -5.535 0.510 3.585 0.7 1.1 0.0
C -4.123 -0.138 3.400 -2.6 0.1 -1.0
C -2.953 0.613 3.937 -0.7 0.2 -0.1
O -2.739 1.738 3.114 0.4 0.3 0.4
C -1.366 2.127 3.060 -0.5 -0.2 -0.4
N -4.229 -1.408 4.032 1.0 -1.7 0.9
H -5.949 0.356 4.582 0.4 -0.2 0.3
H -6.270 0.061 2.916 0.2 0.1 -0.3
H -5.515 1.595 3.486 -0.1 0.1 -0.5
H -3.997 -0.305 2.330 0.2 0.1 -0.2
H -2.099 -0.063 3.980 0.2 0.0 -0.1
H -3.252 0.883 4.950 0.5 0.4 0.4
H -0.918 1.523 2.271 0.6 -0.1 0.1
H -0.862 1.996 4.017 0.1 0.0 0.0
H -1.295 3.166 2.737 -0.2 0.0 0.2
H -4.225 -1.215 5.024 0.1 -0.3 0.4
H -5.140 -1.817 3.879 -0.1 -0.1 -0.3
C 3.205 -4.633 -2.887 -0.3 -0.2 -0.9
C 2.895 -3.213 -2.420 -0.1 0.0 -0.1
C 1.465 -2.751 -2.724 1.9 -1.8 -1.0
O 1.271 -1.450 -2.268 -0.1 0.2 -0.4
C 0.122 -0.875 -2.898 -1.0 0.6 0.1
N 3.039 -3.132 -0.986 1.0 0.9 0.8
H 2.507 -5.395 -2.540 -0.5 0.3 0.2
H 4.161 -5.062 -2.586 0.3 0.7 0.0
H 3.156 -4.665 -3.975 0.1 -0.1 -0.1
H 3.577 -2.481 -2.853 0.1 -0.1 -0.3
H 0.802 -3.499 -2.290 -0.5 0.2 0.1
H 1.433 -2.817 -3.811 -0.7 0.3 -0.1
H -0.301 -0.125 -2.230 0.2 0.1 -0.1
H -0.642 -1.632 -3.075 0.0 -0.2 0.2
H 0.345 -0.447 -3.875 0.4 0.1 0.1
H 2.597 -3.965 -0.625 -0.7 0.1 0.9
H 4.011 -3.288 -0.760 0.4 0.2 0.2
C 2.343 3.301 4.416 -0.7 -0.6 -0.3
C 3.071 1.972 4.229 1.0 0.3 -0.3
C 2.148 0.748 4.487 0.0 0.0 -0.3
O 1.538 0.779 5.758 -1.3 -0.8 0.4
C 0.724 -0.410 5.950 0.2 0.3 0.3
N 3.643 1.947 2.835 -0.3 -0.6 0.5
H 2.777 4.203 3.983 0.8 -0.3 0.0
H 2.127 3.535 5.459 -0.5 -0.2 -0.2
H 1.500 3.097 3.756 -1.0 0.7 0.5
H 3.902 1.941 4.934 0.2 -0.3 -0.1
H 2.562 -0.258 4.429 1.2 0.1 -0.4
H 1.397 0.723 3.698 -0.6 0.4 -0.3
H 0.032 -0.334 6.788 0.2 0.8 0.0
H 1.286 -1.310 6.199 0.7 0.1 -0.2
H 0.109 -0.689 5.094 0.0 0.5 -0.4
H 3.819 2.897 2.543 0.5 0.3 0.3
H 2.946 1.698 2.148 -0.6 -0.5 0.1
```
Forces are in eV/Å.

[2]
ORCA calculation (ωB97M-V/def2-TZVPD) on a cluster of 6 separate species, C24H66N6O6 in total at a distorted geometry.

Properties
Relative energy (zero: lowest compared OMol25 entry of this formula, charge and spin): 29.4 kcal per mole
Multiplicity: 2
Net charge: -1
Kohn-Sham gap (alpha / beta): 1.26 / 8.80 eV

The geometry in XYZ format:
```
102
Properties=species:S:1:pos:R:3:forces:R:3
C -0.511 7.391 -4.826 -0.2 0.1 0.8
C -0.728 5.861 -4.843 0.7 1.6 -1.8
C -0.206 5.192 -3.593 0.9 -0.1 0.4
O 1.249 5.286 -3.461 -0.9 2.0 -3.4
C 1.912 4.706 -2.423 -1.6 -1.6 1.9
N -2.156 5.551 -5.121 0.7 0.3 1.2
H -1.025 7.939 -5.616 -0.2 -0.3 -0.1
H 0.527 7.719 -4.885 0.2 -0.6 -0.1
H -0.860 7.783 -3.871 -0.3 0.2 0.1
H -0.159 5.555 -5.720 0.5 -0.6 0.1
H -0.549 4.165 -3.709 0.3 -0.4 0.7
H -0.662 5.698 -2.742 -0.2 -0.3 0.3
H 1.805 5.278 -1.502 -0.2 0.2 0.3
H 2.975 4.471 -2.479 0.0 0.4 -1.1
H 1.363 3.771 -2.317 0.5 -0.7 0.9
H -2.243 4.601 -5.453 -0.1 0.0 -0.2
H -2.474 6.202 -5.825 -0.1 -0.2 -0.1
C -3.841 3.116 -2.881 1.9 -0.3 -0.7
C -4.384 3.721 -1.617 1.8 1.7 0.2
C -3.497 4.846 -0.903 -1.3 -1.3 -1.3
O -2.306 4.300 -0.513 1.6 -0.9 1.7
C -1.675 5.009 0.542 1.3 0.1 -0.7
N -5.653 4.328 -1.873 -1.8 -0.6 0.4
H -2.895 2.608 -2.694 0.1 -0.3 0.3
H -3.570 3.828 -3.660 -0.4 0.5 0.1
H -4.469 2.363 -3.358 -0.4 0.0 0.4
H -4.416 2.910 -0.889 -0.6 0.1 0.2
H -4.086 5.153 -0.039 -0.2 0.4 0.0
H -3.224 5.654 -1.581 -0.8 0.5 -0.2
H -0.688 4.572 0.690 -0.1 -0.4 0.1
H -2.154 5.062 1.519 -0.7 -0.3 -0.2
H -1.411 6.019 0.229 -0.4 0.5 -0.1
H -6.116 3.628 -2.436 -0.8 0.1 0.0
H -5.652 5.144 -2.469 0.7 0.2 0.0
C -1.581 -2.281 -4.017 0.0 -1.9 -0.3
C -2.053 -1.030 -3.369 -0.6 0.7 -0.5
C -2.429 -1.154 -1.919 -0.3 -0.7 0.8
O -2.881 0.113 -1.403 0.3 -0.1 0.7
C -3.081 0.315 0.049 -0.4 -0.6 -1.8
N -0.927 -0.138 -3.531 0.5 1.1 0.0
H -2.265 -3.126 -3.937 -0.3 0.0 0.0
H -0.643 -2.656 -3.609 0.2 0.3 0.2
H -1.414 -2.101 -5.079 0.0 0.1 0.1
H -2.909 -0.703 -3.959 -0.1 0.5 0.0
H -1.546 -1.634 -1.497 0.6 0.9 0.9
H -3.126 -1.969 -1.723 -0.9 0.2 -0.2
H -3.797 1.128 0.176 0.2 0.2 -0.4
H -2.150 0.603 0.537 0.0 -0.5 0.1
H -3.621 -0.541 0.452 0.6 -0.3 0.3
H -0.360 -0.323 -2.715 0.8 -0.1 0.1
H -1.162 0.836 -3.404 -0.5 0.2 0.0
C 0.753 1.391 -0.155 0.1 1.5 0.3
C 1.701 0.239 -0.080 -0.3 1.0 0.1
C 2.438 0.141 1.271 0.2 -0.5 -0.7
O 3.000 -1.150 1.452 -0.5 0.3 1.8
C 3.960 -1.583 0.569 -0.8 -0.8 -1.4
N 0.911 -0.902 -0.341 0.1 -1.8 -0.5
H 1.226 2.331 0.130 0.1 0.2 0.0
H -0.071 1.266 0.548 -0.1 -0.2 0.1
H 0.319 1.538 -1.144 0.1 -0.2 0.0
H 2.395 0.280 -0.920 0.4 0.3 0.1
H 1.739 0.226 2.103 -0.1 0.3 0.0
H 3.218 0.900 1.332 0.1 0.3 0.1
H 4.819 -0.921 0.456 0.2 -0.1 0.1
H 3.444 -1.719 -0.381 0.5 0.4 -0.9
H 4.162 -2.632 0.783 0.7 0.3 0.6
H 1.570 -1.632 -0.106 -0.7 -1.1 -0.1
H 0.126 -0.987 0.288 0.0 0.0 0.2
C 4.724 -4.418 2.736 -0.6 -0.3 0.2
C 5.019 -5.673 3.551 0.5 2.0 1.1
C 3.889 -6.635 3.792 -0.4 -0.1 0.5
O 2.876 -6.107 4.654 0.6 1.2 -0.7
C 1.860 -7.020 4.895 -0.1 -1.4 0.0
N 6.213 -6.365 3.092 -0.6 -1.0 -0.9
H 3.918 -3.814 3.154 -0.2 -0.3 0.4
H 4.376 -4.631 1.725 0.6 0.0 -0.3
H 5.598 -3.777 2.851 0.1 0.0 -0.8
H 5.324 -5.230 4.499 -0.6 -0.1 0.7
H 4.276 -7.505 4.322 0.3 -0.5 -0.2
H 3.484 -6.935 2.825 -0.3 -0.2 -0.1
H 1.584 -7.575 3.998 -0.3 0.2 -0.4
H 0.960 -6.599 5.343 0.3 0.5 -0.1
H 2.200 -7.821 5.551 0.2 -0.1 0.5
H 6.277 -7.166 3.704 0.7 -0.2 -0.1
H 7.047 -5.801 3.166 -0.1 0.1 0.1
C -1.032 -1.127 3.003 0.1 -1.0 -0.1
C -0.766 -2.287 3.992 -1.1 0.1 -0.2
C 0.518 -3.010 3.558 0.2 0.6 0.5
O 0.322 -3.711 2.294 -0.2 0.0 1.5
C -0.124 -5.075 2.468 0.8 -0.2 -0.5
N -0.848 -1.708 5.333 1.2 -0.1 0.3
H -0.589 -1.451 2.061 -0.3 0.2 -0.2
H -0.553 -0.193 3.299 0.1 -0.1 0.3
H -2.104 -0.973 2.884 0.0 0.1 -0.1
H -1.536 -3.051 3.888 -0.4 0.0 -0.3
H 0.997 -3.617 4.326 -0.6 -0.8 0.1
H 1.250 -2.203 3.539 0.4 0.0 -1.3
H -1.125 -5.305 2.833 -0.2 0.9 0.5
H 0.584 -5.645 3.069 0.1 0.2 0.3
H -0.124 -5.583 1.504 0.2 0.4 -0.4
H -1.684 -1.160 5.470 -0.1 -0.1 -0.3
H -0.798 -2.384 6.082 0.0 -0.3 0.0
```
Forces are in eV/Å.